A) Density functional theory data (ωB97M-V/def2-TZVPD) for a structure of composition C2H8N2O2.

Gap between HOMO and LUMO = 9.0 eV

Positions of all 14 atoms, in Å:
C1 -0.45973 0.49608 -0.28745
C2 2.43809 0.07265 0.29805
N1 -2.08640 0.26655 0.34011
N2 -0.10870 -0.69379 0.30506
O1 1.41003 -0.30617 -0.58619
O2 -2.82630 -0.63564 -0.47458
H1 -3.35012 -0.04281 -1.03412
H2 -2.05031 -0.19872 1.24800
H3 -0.40930 -1.46146 -0.29839
H4 -0.13807 1.39968 0.22154
H5 -0.63563 0.55633 -1.35984
H6 2.13591 0.09892 1.35483
H7 2.80260 1.07670 0.04249
H8 3.27793 -0.62831 0.23047


B) Density functional theory data (ωB97M-V/def2-TZVPD) for a cluster of 2 separate species, C2H8N2O2 in total.

Gap between HOMO and LUMO = 9.3 eV

Positions of all 14 atoms, in Å:
C1 1.91819 -0.21379 0.07059
O1 0.75120 -0.86619 -0.29607
H1 -0.10320 -0.66737 -1.49758
H2 2.37153 -0.64502 0.97792
H3 2.68438 -0.24781 -0.71962
H4 1.75060 0.86417 0.28548
C2 -1.08474 0.06949 -0.26077
N1 -0.86752 1.36831 0.05968
N2 -1.82544 -0.69339 0.58813
O2 -1.07428 -0.26247 -1.54670
H5 -0.31034 1.87762 -0.60770
H6 -0.71216 1.61608 1.02428
H7 -1.79290 -1.67299 0.34622
H8 -1.70535 -0.52661 1.57612


C) Density functional theory data (ωB97M-V/def2-TZVPD) for a structure of composition C2H8N2O2.

Gap between HOMO and LUMO (alpha / beta) = 7.8 / 7.8 eV

Positions of all 14 atoms, in Å:
C1 -1.44207 0.44514 -0.50641
C2 1.32665 -1.24433 0.49798
N1 0.22761 0.66566 0.37184
N2 0.07071 -0.50775 -0.40158
O1 0.81196 1.71729 -0.46146
O2 -2.20362 0.01075 0.58974
H1 1.03829 2.38187 0.20766
H2 -1.51192 -0.17259 1.25341
H3 0.49123 -0.47179 -1.33185
H4 -1.82859 -0.04011 -1.40813
H5 -1.66465 1.49184 -0.74258
H6 2.23930 -0.65290 0.53933
H7 1.48092 -2.14077 -0.10182
H8 0.96419 -1.48230 1.49386


D) Density functional theory data (ωB97M-V/def2-TZVPD) for a structure of composition C2H8N2O2.

Gap between HOMO and LUMO = 9.2 eV

Positions of all 14 atoms, in Å:
C1 0.01783 0.24033 0.79103
C2 -0.74488 0.98396 -1.60575
N1 1.38922 -0.20313 0.77269
N2 -0.29164 -0.09568 -0.72809
O1 1.35876 -1.60607 1.24996
O2 -0.85128 -0.36595 1.65706
H1 2.04017 -1.60395 1.93060
H2 -0.44625 -1.23571 1.83949
H3 1.03062 -0.34288 -0.52893
H4 -0.92550 -0.89189 -0.75710
H5 -0.03084 1.33061 0.87810
H6 -0.84360 0.61604 -2.62675
H7 -1.70509 1.39607 -1.28217
H8 0.00249 1.77826 -1.59014


Last place for stability: C)


A) Density functional theory data (ωB97M-V/def2-TZVPD) for a cluster of 2 separate species, C2H8N2O2 in total.

Gap between HOMO and LUMO = 10.7 eV

Positions of all 14 atoms, in Å:
N1 0.06502 1.09838 1.23961
C1 0.31364 -0.33961 1.23771
N2 0.40547 -0.82893 -0.11433
C2 -0.72818 -1.18031 -0.78313
O1 -1.81031 -1.35626 -0.26357
H1 0.22800 1.50040 2.15421
H2 -0.91889 1.25669 1.02568
H3 -0.49110 -0.87703 1.73621
H4 1.24060 -0.55282 1.75811
H5 1.14732 -0.46321 -0.69004
H6 -0.58427 -1.34758 -1.85187
O2 1.31858 1.79193 -1.31285
H7 0.94026 2.58624 -1.71051
H8 1.11243 1.88963 -0.36408


B) Density functional theory data (ωB97M-V/def2-TZVPD) for a cluster of 2 separate species, C2H8N2O2 in total.

Gap between HOMO and LUMO = 9.9 eV

Positions of all 14 atoms, in Å:
O1 2.54385 2.66114 0.09212
C1 1.52570 2.78179 0.69162
O2 1.33184 3.60957 1.74519
H1 0.60606 2.24966 0.40030
H2 1.61398 3.31857 2.60522
N1 -1.85574 -1.47902 0.22494
C2 -1.20834 -1.72778 -1.05206
N2 0.23130 -1.89796 -0.97403
H3 -1.58524 -2.21241 0.88501
H4 -1.45447 -0.70860 0.74902
H5 -1.63603 -2.65029 -1.43492
H6 -1.52033 -0.88592 -1.67728
H7 0.67077 -1.80713 -1.88383
H8 0.73664 -1.25161 -0.37129


C) Density functional theory data (ωB97M-V/def2-TZVPD) for a cluster of 2 separate species, C2H8N2O2 in total.

Gap between HOMO and LUMO (alpha / beta) = 8.8 / 8.3 eV

Positions of all 14 atoms, in Å:
C1 0.15166 1.79742 -0.42208
C2 0.99319 -1.83402 0.21736
N1 -0.13788 1.15806 0.85004
N2 -0.61872 -0.07517 1.04645
O1 -1.60380 -0.74383 -1.00304
O2 -1.77423 -0.50565 0.42060
H1 -0.03778 2.88507 -0.53555
H2 1.25133 1.62714 -0.65045
H3 -0.50286 1.40143 -1.28862
H4 0.01011 -2.26392 -0.00596
H5 1.66419 -1.66670 -0.53787
H6 1.19339 -1.71843 1.23698
H7 0.38869 1.45932 1.63979
H8 -0.97730 -1.52072 -0.96766


Last place for stability: C)


A) Density functional theory data (ωB97M-V/def2-TZVPD) for a cluster of 2 separate species, C2H8N2O2 in total.

Gap between HOMO and LUMO = 9.8 eV

Positions of all 14 atoms, in Å:
O1 2.33745 2.73389 -0.25751
C1 1.53513 2.71411 0.61471
O2 1.47090 3.69225 1.54160
H1 0.83783 1.88792 0.84705
H2 0.67451 3.69403 2.08142
N1 -1.96104 -1.84720 0.12377
C2 -1.06435 -1.45447 -0.93438
N2 0.34370 -1.76203 -0.65734
H3 -1.66186 -2.77450 0.42469
H4 -1.73621 -1.30516 0.95864
H5 -1.33168 -2.02665 -1.82004
H6 -1.18982 -0.40068 -1.18909
H7 0.87073 -2.18219 -1.40948
H8 0.87470 -0.96932 -0.32403


B) Density functional theory data (ωB97M-V/def2-TZVPD) for a cluster of 2 separate species, C2H8N2O2 in total.

Gap between HOMO and LUMO = 10.1 eV

Positions of all 14 atoms, in Å:
N1 0.80569 0.37570 -1.40445
C1 1.00559 1.05778 -0.10407
C2 1.40275 0.07224 1.00533
N2 0.74177 -1.10092 0.94589
O1 2.21952 0.37303 1.84895
H1 1.69016 0.40711 -1.90697
H2 0.18205 0.96140 -1.94735
H3 0.10490 1.55904 0.19859
H4 1.80775 1.79676 -0.12295
H5 0.19652 -1.34437 0.14053
H6 0.98847 -1.85813 1.55462
O2 -3.43229 -0.63828 -0.32298
H7 -3.77667 -0.20081 0.47322
H8 -3.93623 -1.46054 -0.35837


Last place for stability: A)


A) Density functional theory data (ωB97M-V/def2-TZVPD) for the molecule C25H30N4O2.

Gap between HOMO and LUMO = 8.9 eV

Positions of all 61 atoms, in Å:
C1 0.47986 3.96210 -5.28373
C2 1.52175 4.35887 -4.27962
C3 2.07874 5.63059 -4.33283
C4 3.05053 6.02935 -3.43356
C5 3.48770 5.14514 -2.46326
C6 2.94175 3.87713 -2.39906
C7 1.95440 3.47415 -3.28932
C8 1.40178 2.07484 -3.18565
N1 1.49037 1.56136 -1.83102
C9 1.31470 0.12060 -1.77195
C10 1.63199 -0.37138 -0.36534
C11 0.72565 0.28931 0.67683
N2 -0.62189 -0.23464 0.62789
N3 -1.44705 0.02278 -0.38272
C12 -2.59897 -0.54749 -0.09088
C13 -2.53597 -1.20237 1.14126
C14 -1.24083 -0.98552 1.56937
N4 -0.63030 -1.40795 2.75723
C15 0.45815 -2.23108 2.80480
O1 1.10372 -2.55039 1.83266
C16 0.78970 -2.69323 4.21328
C17 -0.01890 -3.94663 4.59286
O2 -1.40857 -3.71317 4.59293
C18 -2.17466 -4.02925 3.49941
C19 -1.69981 -4.46105 2.26766
C20 -2.59567 -4.73791 1.24750
C21 -3.95681 -4.59120 1.43677
C22 -4.43027 -4.15620 2.66496
C23 -3.54863 -3.87595 3.68864
C24 0.74813 1.80929 0.48510
C25 0.51519 2.20818 -0.96826
H1 0.78257 3.06293 -5.81863
H2 -0.47136 3.75641 -4.79264
H3 0.32471 4.75917 -6.00683
H4 1.74445 6.32015 -5.09568
H5 3.46728 7.02419 -3.49449
H6 4.25310 5.44198 -1.76098
H7 3.27093 3.17324 -1.65043
H8 1.99900 1.42327 -3.83452
H9 0.36229 2.04333 -3.55418
H10 2.00968 -0.34336 -2.47704
H11 0.28789 -0.17325 -2.04508
H12 2.66348 -0.11167 -0.12418
H13 1.52527 -1.45414 -0.30326
H14 1.10180 0.05132 1.67723
H15 -3.42669 -0.47285 -0.76756
H16 -3.30271 -1.75547 1.64207
H17 -1.22672 -1.38563 3.57339
H18 0.57484 -1.89862 4.92923
H19 1.84958 -2.94381 4.25475
H20 0.24705 -4.78224 3.93919
H21 0.22780 -4.22231 5.62379
H22 -0.64490 -4.57135 2.07267
H23 -2.21384 -5.06560 0.29250
H24 -4.64448 -4.80710 0.63374
H25 -5.49098 -4.03254 2.82614
H26 -3.89826 -3.53662 4.65154
H27 -0.00895 2.27747 1.11721
H28 1.73020 2.16811 0.79681
H29 0.63331 3.29034 -1.06718
H30 -0.51216 1.93639 -1.25955


B) Density functional theory data (ωB97M-V/def2-TZVPD) for the molecule C25H30N4O2.

Gap between HOMO and LUMO = 7.8 eV

Positions of all 61 atoms, in Å:
C1 -9.66706 -0.75911 2.11904
C2 -9.59376 -1.13589 0.64218
O1 -9.10654 -0.08133 -0.16377
C3 -7.78095 0.20612 -0.18597
C4 -6.77875 -0.52313 0.44853
C5 -5.45410 -0.14430 0.31885
C6 -5.09721 0.96836 -0.43302
C7 -3.69316 1.44683 -0.58751
O2 -3.43125 2.62485 -0.72720
N1 -2.76920 0.44096 -0.57662
C8 -1.37635 0.50918 -0.68990
C9 -0.68727 1.73395 -0.76923
C10 0.67394 1.74773 -0.87764
C11 1.41839 0.55055 -0.90962
N2 2.75523 0.63554 -1.00911
C12 3.47829 -0.46677 -1.04016
N3 4.82428 -0.31686 -1.22872
C13 5.80600 -1.27917 -0.79151
C14 6.28964 -0.93710 0.62206
N4 6.87500 0.39010 0.62414
C15 7.48367 0.72088 1.90152
C16 8.44312 1.90025 1.78783
C17 5.88008 1.36352 0.20314
C18 5.38137 1.01905 -1.20021
C19 2.87020 -1.75261 -0.97205
C20 1.51518 -1.87271 -0.86418
C21 0.87093 -3.22390 -0.79713
C22 0.72578 -0.68683 -0.82430
C23 -0.67214 -0.67642 -0.71564
C24 -6.10797 1.71221 -1.04249
C25 -7.42489 1.33420 -0.93219
H1 -8.67935 -0.53401 2.51385
H2 -10.29292 0.12092 2.24250
H3 -10.09614 -1.58053 2.68624
H4 -8.99476 -2.04356 0.49794
H5 -10.60000 -1.32554 0.25808
H6 -7.01180 -1.38844 1.04919
H7 -4.70525 -0.71536 0.85091
H8 -3.13280 -0.50062 -0.52838
H9 -1.25060 2.65147 -0.74731
H10 1.21477 2.67877 -0.94066
H11 5.40923 -2.29210 -0.81235
H12 6.65748 -1.22327 -1.47737
H13 7.05105 -1.65815 0.93013
H14 5.43438 -1.01090 1.32108
H15 6.72063 0.93171 2.67256
H16 8.05048 -0.15640 2.22592
H17 9.02271 1.98962 2.70318
H18 7.91224 2.83492 1.63050
H19 9.12206 1.73978 0.95492
H20 6.33684 2.35277 0.18725
H21 5.01757 1.38383 0.89361
H22 4.60618 1.71870 -1.50777
H23 6.22063 1.04905 -1.90103
H24 3.47444 -2.64497 -1.02324
H25 0.17626 -3.35519 -1.62589
H26 0.31530 -3.33541 0.13343
H27 1.62146 -4.00909 -0.84769
H28 -1.20880 -1.61327 -0.65240
H29 -5.83123 2.59055 -1.60516
H30 -8.21058 1.89657 -1.41112


Last place for stability: A)